# C2H7N3O

An isolated molecule of C2H7N3O (ωB97M-V/def2-TZVPD, the OMol25 dataset).

The value obtained for the HOMO-LUMO gap is 10.3776 eV. The calculation puts the energy at -319.773813 a.u. For the relative energy (zero: lowest compared OMol25 entry of this formula, charge and spin), the calculation gives 462.0 kJ/mol.

```
! RIJCOSX wB97M-V def2-TZVPD def2/J DEFGRID3
* xyz 0 1
H -0.65824 -1.45133 -1.09349
H 0.98711 -1.89244 1.47644
H -1.95167 -0.14982 0.54899
C 0.15297 -0.60453 0.31485
C -1.12843 0.14906 -0.09676
H 0.92902 1.92926 -0.22727
O 1.36115 -0.01350 -0.10085
N 0.10215 -1.41984 1.30138
N -1.27407 -0.47956 -1.39239
H 1.47323 1.43317 1.25239
H -0.60430 -0.06589 -2.04002
N 1.61027 1.33529 0.24424
H -0.99918 1.23013 -0.18750
*
```


# C2H7N3O

An isolated molecule of C2H7N3O (ωB97M-V/def2-TZVPD, the OMol25 dataset).

The value obtained for the HOMO-LUMO gap is 9.8586 eV. The calculation puts the energy at -319.864799 a.u. For the relative energy (zero: lowest compared OMol25 entry of this formula, charge and spin), the calculation gives 223.1 kJ/mol.

```
! RIJCOSX wB97M-V def2-TZVPD def2/J DEFGRID3
* xyz 0 1
H -1.82067 0.91801 1.99321
H -3.06268 -0.06237 0.23507
C -1.06276 0.14174 0.43660
N 2.16500 -0.54149 -1.01865
H 1.02663 1.22896 -0.46639
N -2.20325 0.06071 -0.28244
C 1.09830 0.20483 -0.08832
H -2.13979 -0.54257 -1.09204
H 1.48154 0.11961 0.93235
H 2.39182 -1.47102 -0.67169
O 0.02252 -0.61608 -0.33790
N -0.92530 0.61357 1.60521
H 3.02864 -0.05392 -1.24501
*
```


# C2H7N3O

A cluster of 2 separate species, C2H7N3O in total (ωB97M-V/def2-TZVPD, the OMol25 dataset).

The value obtained for the HOMO-LUMO gap is 9.9335 eV. The calculation puts the energy at -319.882208 a.u. For the relative energy (zero: lowest compared OMol25 entry of this formula, charge and spin), the calculation gives 177.4 kJ/mol.

```
! RIJCOSX wB97M-V def2-TZVPD def2/J DEFGRID3
* xyz 0 1
H 1.85758 -1.29132 0.49795
N 0.88637 -0.23141 2.03657
H 0.77105 0.57417 1.41738
H -1.33284 2.33456 -1.76961
H 0.63912 1.29265 -2.02372
H 1.64897 -2.07775 2.14984
N -1.14094 -0.38592 -0.13528
H -0.50285 -1.21672 -0.11222
O 0.42092 0.52693 -1.47859
C -0.85313 0.63887 -0.98045
N -1.67372 1.57556 -1.18749
C 1.39603 -1.25268 1.49778
H -2.11657 -0.48694 0.08783
*
```


# C2H7N3O2

A cluster of 2 separate species, C2H7N3O2 in total (ωB97M-V/def2-TZVPD, the OMol25 dataset).

The value obtained for the HOMO-LUMO gap is 8.8857 eV. The calculation puts the energy at -395.189682 a.u. For the relative energy (zero: lowest compared OMol25 entry of this formula, charge and spin), the calculation gives 40.2 kJ/mol.

```
! RIJCOSX wB97M-V def2-TZVPD def2/J DEFGRID3
* xyz 0 1
N -0.77270 -1.29562 -0.81514
N 2.05372 2.21667 -0.01537
C 1.31627 1.15535 -0.52988
O 0.47508 0.61248 0.28291
H -2.35241 -2.34004 0.03770
C -1.59167 -1.57350 0.14452
N -1.62577 -0.85732 1.25806
H -0.86518 -1.74429 -1.70830
H -0.05296 -0.49091 -0.55662
O 1.46411 0.81348 -1.70524
H 2.72908 2.57195 -0.67085
H 2.39198 2.11772 0.92561
H -0.91328 -0.12566 1.34385
H -2.25626 -1.06030 2.00876
*
```


# C2H7N3O2

A cluster of 2 separate species, C2H7N3O2 in total (ωB97M-V/def2-TZVPD, the OMol25 dataset).

The value obtained for the HOMO-LUMO gap (spin up / spin down) is 7.5115 / 7.9097 eV. The calculation puts the energy at -395.033906 a.u. For the relative energy (zero: lowest compared OMol25 entry of this formula, charge and spin), the calculation gives 449.2 kJ/mol.

```
! RIJCOSX wB97M-V def2-TZVPD def2/J DEFGRID3
* xyz 0 1
N 0.16318 -1.72543 0.00368
H -0.73126 -2.01168 -0.45515
C 2.01407 -0.17802 0.09250
H 1.71924 1.40065 -0.74227
N -1.58750 0.84279 0.34492
N -0.24591 1.05954 0.28071
O 2.62422 -0.66101 1.04354
H -2.20463 0.50146 1.04430
H 0.33240 -0.31803 -1.39616
H -1.70939 0.65485 -0.63494
H 0.14362 1.26971 1.22030
C 0.76299 -0.66153 -0.47493
O 2.53378 1.02040 -0.42765
H 0.29187 -2.15808 0.96239
*
```


# C2H7N3O2

An isolated molecule of C2H7N3O2 (ωB97M-V/def2-TZVPD, the OMol25 dataset).

The value obtained for the HOMO-LUMO gap is 8.6167 eV. The calculation puts the energy at -394.983016 a.u. For the relative energy (zero: lowest compared OMol25 entry of this formula, charge and spin), the calculation gives 582.8 kJ/mol.

```
! RIJCOSX wB97M-V def2-TZVPD def2/J DEFGRID3
* xyz 0 1
O -0.04517 0.76002 -0.73695
H -1.49913 -1.92914 0.19370
O -2.52760 -0.16078 0.22933
N -1.63482 -1.03883 -0.25129
N 1.92915 -0.86907 -0.00045
H 2.29763 -0.43263 -0.89990
C 0.35572 1.63570 0.30056
H 0.15216 2.73253 -0.18203
H 2.68624 -1.63227 0.39212
H -3.27183 -0.12208 -0.52742
C -0.31405 -0.49123 -0.28367
H 1.50106 1.47589 0.33131
N 0.64272 -1.27338 0.14945
H -0.27208 1.34528 1.28521
*
```


# C2H7N3O2

A cluster of 2 separate species, C2H7N3O2 in total (ωB97M-V/def2-TZVPD, the OMol25 dataset).

The value obtained for the HOMO-LUMO gap is 11.1176 eV. The calculation puts the energy at -394.969125 a.u. For the relative energy (zero: lowest compared OMol25 entry of this formula, charge and spin), the calculation gives 619.3 kJ/mol.

```
! RIJCOSX wB97M-V def2-TZVPD def2/J DEFGRID3
* xyz 0 1
C 1.89695 0.01146 -1.31550
H 2.95422 -1.47127 0.29753
O -4.02507 1.47125 0.86665
H -1.08487 -0.53780 0.64710
H -3.93182 0.96832 0.08450
N 1.17005 -0.70881 -0.31010
H 2.98297 0.06343 -1.22956
H 1.46761 1.09681 -1.33943
C 1.89375 -1.27481 0.55817
H 1.70834 -0.42034 -2.38276
H 1.46998 -2.04074 1.22008
N -2.81250 1.71401 1.38193
O -1.87507 0.03191 0.31699
N -1.81454 1.09659 1.20441
*
```


# C2H7N3O3S

A cluster of 2 separate species, C2H7N3O3S in total (ωB97M-V/def2-TZVPD, the OMol25 dataset).

The value obtained for the HOMO-LUMO gap (spin up / spin down) is 8.4639 / 8.4634 eV. The calculation puts the energy at -868.536604 a.u. For the relative energy (zero: lowest compared OMol25 entry of this formula, charge and spin), the calculation gives 102.6 kJ/mol.

```
! RIJCOSX wB97M-V def2-TZVPD def2/J DEFGRID3
* xyz 0 1
H -0.55165 1.85599 -1.33974
H 2.64827 -0.74882 0.97789
H 3.00356 -0.11660 -0.60198
H -0.55924 -0.63276 -1.05368
N -1.45925 -1.34724 0.85072
S 1.14546 0.71236 0.39928
N 2.35257 -0.46179 0.06752
H -1.99824 -1.02800 1.62620
O 1.29874 1.73673 -0.66544
H -1.15814 -2.29572 0.69901
C -1.70620 0.88060 0.12657
O 1.48452 0.98017 1.81204
H -1.97039 2.65909 -0.75018
O -2.60893 0.96535 0.95192
C -0.95260 -0.48338 -0.03191
N -1.26339 1.91461 -0.63706
*
```


# C2H7N3OS

An isolated molecule of C2H7N3OS (ωB97M-V/def2-TZVPD, the OMol25 dataset).

The value obtained for the HOMO-LUMO gap is 9.8398 eV. The calculation puts the energy at -718.066180 a.u. For the relative energy (zero: lowest compared OMol25 entry of this formula, charge and spin), the calculation gives 25.5 kJ/mol.

```
! RIJCOSX wB97M-V def2-TZVPD def2/J DEFGRID3
* xyz 0 1
H -0.53575 -1.25589 -1.36531
H 2.07164 0.64049 1.01346
H -1.85189 1.72056 -0.83553
H 2.20988 -1.17134 0.79504
C 1.90255 -0.20535 0.35601
N 0.47138 -0.25589 0.01858
N 0.02249 -1.48600 -0.49648
H 2.52249 -0.10324 -0.58017
N -1.51296 0.79577 -0.68196
H -0.57053 -1.86690 0.22129
S -2.62579 -0.12316 0.27578
H -2.32968 0.39602 1.48092
C -0.16150 0.93150 -0.22459
O 0.38766 1.98342 0.02294
*
```


# C2H7N3S

A cluster of 2 separate species, C2H7N3S in total (ωB97M-V/def2-TZVPD, the OMol25 dataset).

The value obtained for the HOMO-LUMO gap is 8.5580 eV. The calculation puts the energy at -642.705466 a.u. For the relative energy (zero: lowest compared OMol25 entry of this formula, charge and spin), the calculation gives 386.5 kJ/mol.

```
! RIJCOSX wB97M-V def2-TZVPD def2/J DEFGRID3
* xyz 0 1
H 0.88801 0.52740 -0.07142
C 1.94092 -0.76770 1.15098
H -2.80357 1.31822 -0.28691
H 1.72322 -1.31903 2.04925
H 1.95795 -1.38403 0.22623
H -0.88774 0.26423 -2.74883
N -0.77475 -0.27520 -1.94101
S -0.08568 0.98689 2.02347
N -2.43496 0.95997 -1.14968
N -1.66654 -0.01178 -1.14237
H -1.53419 -0.43523 -0.20148
H 2.77787 -0.18560 1.15427
C 0.89946 0.32186 0.93749
*
```


# C2H7N4

A cluster of 2 separate species, C2H7N4 in total (ωB97M-V/def2-TZVPD, the OMol25 dataset).

The value obtained for the HOMO-LUMO gap (spin up / spin down) is 7.8846 / 7.8921 eV. The calculation puts the energy at -299.042094 a.u. For the relative energy (zero: lowest compared OMol25 entry of this formula, charge and spin), the calculation gives 472.5 kJ/mol.

```
! RIJCOSX wB97M-V def2-TZVPD def2/J DEFGRID3
* xyz 1 1
C 1.31794 -0.52993 -0.20304
N -0.85553 -1.39061 -0.55152
N 1.62161 0.43577 -1.03313
H 0.92977 0.55892 -1.76345
N -1.82142 -0.84365 -0.31466
H -3.22384 -0.12464 1.05535
H 3.06578 -1.32835 0.71810
H 1.67081 -1.96765 1.07106
N 2.06059 -1.21434 0.65025
H 2.48982 1.02022 -1.17392
C -2.72657 0.08072 0.00047
H -2.37263 1.21682 0.19226
H -3.63770 0.15247 -0.74090
*
```


# C2H7N4

The ion C2H7N4 with charge +1 (ωB97M-V/def2-TZVPD, the OMol25 dataset).

The value obtained for the HOMO-LUMO gap (spin up / spin down) is 8.3258 / 8.3264 eV. The calculation puts the energy at -298.959806 a.u. For the relative energy (zero: lowest compared OMol25 entry of this formula, charge and spin), the calculation gives 688.5 kJ/mol.

```
! RIJCOSX wB97M-V def2-TZVPD def2/J DEFGRID3
* xyz 1 1
H 0.92607 1.55171 -1.25039
C 1.07970 -0.50353 -0.21430
H -3.13696 0.98774 -0.71257
H 0.91639 -0.87638 -1.15991
H 2.15778 -0.56923 0.22783
N -1.25232 0.48858 -0.28383
H 0.86052 1.49913 0.57409
N -2.12380 1.12026 -0.77151
H 0.13843 -0.80357 1.78032
N -1.18901 -0.59410 0.45178
C 0.85781 0.93323 -0.28892
N 0.04034 -1.02454 0.78926
H -1.82024 -0.96367 1.17849
*
```


# C2H7N4O

The ion C2H7N4O with charge +1 (ωB97M-V/def2-TZVPD, the OMol25 dataset).

The value obtained for the HOMO-LUMO gap is 10.2891 eV. The calculation puts the energy at -374.289598 a.u. For the relative energy (zero: lowest compared OMol25 entry of this formula, charge and spin), the calculation gives 420.2 kJ/mol.

```
! RIJCOSX wB97M-V def2-TZVPD def2/J DEFGRID3
* xyz 1 1
O -2.31239 0.19560 -0.70606
C 0.19165 0.92126 -0.47860
H -2.45658 0.89387 -0.06146
H 1.49926 -0.99720 0.42738
H -1.89125 -1.74325 -0.36065
H 0.52640 -2.43511 0.28296
N 1.73931 0.70381 1.08711
H 0.69782 1.01924 -1.37505
N -1.41762 -0.81350 -0.21392
N 1.02333 1.53708 0.53400
H 2.38468 1.17646 1.78913
C -0.12784 -0.50048 -0.22890
H -0.55483 1.52540 -0.75646
N 0.69805 -1.48317 0.06052
*
```


# C2H7N4O

A cluster of 2 separate species, C2H7N4O in total (ωB97M-V/def2-TZVPD, the OMol25 dataset).

The value obtained for the HOMO-LUMO gap (spin up / spin down) is 7.1350 / 8.3524 eV. The calculation puts the energy at -374.138753 a.u. For the relative energy (zero: lowest compared OMol25 entry of this formula, charge and spin), the calculation gives 344.9 kJ/mol.

```
! RIJCOSX wB97M-V def2-TZVPD def2/J DEFGRID3
* xyz 1 3
H -0.09614 -0.66844 -0.20939
C 1.50688 1.58131 0.76959
H -1.33608 -1.57743 0.57793
H 1.88181 2.58697 0.61565
H -3.20540 -0.44429 -0.73898
N -2.19816 0.83325 0.25626
N -1.11309 -1.14684 -0.30333
H -1.02735 -1.71740 -1.14933
N -2.05213 1.78208 0.80275
H 1.66969 1.22869 1.88430
H 1.69202 1.39225 -1.68642
O 1.00442 0.76470 -1.40264
C -2.22198 -0.24278 -0.42462
N 0.91940 0.69987 0.00704
*
```


# C2H7N4P

The ion C2H7N4P with charge +2 (ωB97M-V/def2-TZVPD, the OMol25 dataset).

The value obtained for the HOMO-LUMO gap is 9.6271 eV. The calculation puts the energy at -640.139980 a.u. For the relative energy (zero: lowest compared OMol25 entry of this formula, charge and spin), the calculation gives 60.9 kJ/mol.

```
! RIJCOSX wB97M-V def2-TZVPD def2/J DEFGRID3
* xyz 2 1
N 1.04577 0.44427 -0.86155
H -0.34349 0.15492 2.27155
C -0.21306 -1.22595 0.91375
C 0.78546 -0.70879 -1.21199
N 0.33903 -1.60617 -0.29513
H -0.45545 -1.92921 1.65218
H 0.06502 -2.58155 -0.58020
P 0.42956 1.46506 0.61789
N -0.98795 1.96010 -0.00183
H 1.67425 1.06023 -1.49757
N -0.15606 -0.01067 1.34959
H -1.67013 1.19045 0.02162
H -1.32426 2.86876 -0.16861
H 0.81131 -1.08144 -2.20971
*
```


# C2H7N4S

The ion C2H7N4S with charge +1 (ωB97M-V/def2-TZVPD, the OMol25 dataset).

The value obtained for the HOMO-LUMO gap is 9.5344 eV. The calculation puts the energy at -697.224030 a.u. For the relative energy (zero: lowest compared OMol25 entry of this formula, charge and spin), the calculation gives 320.3 kJ/mol.

```
! RIJCOSX wB97M-V def2-TZVPD def2/J DEFGRID3
* xyz 1 1
N 1.04333 -1.06395 -0.16087
H -1.72235 -0.56784 1.32277
H -1.97516 -1.55860 -0.01274
N -1.08312 1.88666 0.09541
C -0.16211 1.05734 0.06808
S 2.31554 0.00268 0.27856
H -2.04969 1.46401 -0.08822
H 0.89971 -1.27078 -1.22990
H 1.48648 2.24949 0.62208
N -0.47647 -0.25944 -0.08345
H 1.32324 -1.91968 0.27169
H 1.35780 1.81604 -1.10044
C 1.30160 1.43556 -0.07513
N -1.35036 -0.91057 0.49840
*
```


# C2H7N4S

The ion C2H7N4S with charge +1 (ωB97M-V/def2-TZVPD, the OMol25 dataset).

The value obtained for the HOMO-LUMO gap is 9.7619 eV. The calculation puts the energy at -697.288627 a.u. For the relative energy (zero: lowest compared OMol25 entry of this formula, charge and spin), the calculation gives 150.7 kJ/mol.

```
! RIJCOSX wB97M-V def2-TZVPD def2/J DEFGRID3
* xyz 1 1
C 0.24857 -2.19993 0.30198
H -2.58484 0.77603 1.47671
H -1.82470 2.17876 1.00433
S -0.89774 -1.19268 1.32309
N -1.75179 1.14567 1.10010
H 1.07399 1.18315 -2.42023
C -0.71349 0.34002 0.70494
N 0.00567 0.67902 -0.31299
H 1.23007 -1.70068 0.33831
N 1.62208 1.29098 -1.63468
H 0.03234 -3.11899 0.86256
N 1.16873 1.17563 -0.44601
H -0.25528 -2.16074 -0.65863
H 2.64639 1.60376 -1.63947
*
```


# C2H7N4S

The ion C2H7N4S with charge +1 (ωB97M-V/def2-TZVPD, the OMol25 dataset).

The value obtained for the HOMO-LUMO gap is 8.4037 eV. The calculation puts the energy at -697.104864 a.u. For the relative energy (zero: lowest compared OMol25 entry of this formula, charge and spin), the calculation gives 633.1 kJ/mol.

```
! RIJCOSX wB97M-V def2-TZVPD def2/J DEFGRID3
* xyz 1 1
C 0.09980 -1.08969 0.06402
H 1.65627 1.52401 -0.87375
N -2.13459 0.20632 0.13760
C -1.48441 -0.32623 -1.08709
H -1.53899 0.93373 0.57541
N 1.04685 -0.19117 0.01434
N 2.30074 -0.27040 0.48264
S -0.47270 0.87478 -1.80893
N 0.84061 1.05109 -0.51821
H 2.58962 0.57728 1.06972
H -0.07090 -2.04694 0.53844
H -2.32675 -0.45300 0.78864
H -3.16227 0.45525 -0.18242
H 2.65672 -1.24503 0.79960
*
```


# C2H7NO

A cluster of 2 separate species, C2H7NO in total (ωB97M-V/def2-TZVPD, the OMol25 dataset).

The value obtained for the HOMO-LUMO gap (spin up / spin down) is 1.3409 / 6.1747 eV. The calculation puts the energy at -210.273474 a.u. For the relative energy (zero: lowest compared OMol25 entry of this formula, charge and spin), the calculation gives 153.8 kJ/mol.

```
! RIJCOSX wB97M-V def2-TZVPD def2/J DEFGRID3
* xyz -1 2
C 2.16195 -0.40052 2.46960
H -0.02522 0.03229 2.06428
N 2.68787 0.89449 2.19289
O -4.53483 0.20843 -5.51302
H -5.15811 -0.41164 -5.16851
C 0.74856 -0.68312 2.27567
H 2.75770 -1.13990 3.00453
H 0.53744 -1.82035 2.37536
H -3.78140 -0.34114 -5.71961
H 1.91927 1.35324 1.62498
H 3.75083 0.90048 2.10121
*
```